69
Properties=species:S:1:pos:R:3:forces:R:3 method="wB97M-V/def2-TZVPD" spin_multiplicity=1 largest_force_ev_per_a=5.60 homo_ev=-12.1 orbital_gap_ev=1.319 charge=+2
O -3.535 4.232 3.014 1.6100 -0.7970 -2.5791
C -3.266 3.294 2.140 1.0230 0.6077 -2.6974
C -4.451 2.541 1.291 -0.7211 -0.1461 -0.7912
C -5.841 2.124 1.889 1.8444 0.2073 -3.2757
C -6.758 1.440 0.985 2.1604 0.6564 -0.2388
C -6.371 1.205 -0.427 1.3237 0.6294 0.6500
C -5.067 1.590 -1.012 -0.4861 0.9004 3.3564
C -4.094 2.270 -0.110 -1.5452 -0.7781 0.8907
C -2.652 2.692 -0.617 -0.1050 -0.2151 0.8369
O -2.508 3.171 -1.710 -0.1278 -0.5784 0.6281
C -1.496 2.467 0.410 0.6172 -0.4009 0.9953
C -0.164 1.949 0.032 -1.3161 1.0753 2.1704
C 0.167 1.569 -1.441 0.6601 -0.3012 0.4389
C 1.481 2.233 -2.015 0.1122 -0.5712 -0.1066
C 1.840 1.431 -3.367 -0.9992 1.2655 0.6009
S 3.389 0.498 -3.023 -0.0598 -0.5804 0.0237
C 3.258 -1.209 -3.653 0.1045 -0.6598 -2.2717
S 3.750 -1.451 -5.210 -0.5308 0.4668 1.7161
N 2.807 -2.369 -2.910 -0.8205 2.1660 1.4479
C 1.436 -2.744 -3.145 -2.9253 -1.7440 -1.9983
C 1.120 -3.395 -4.457 -1.5182 0.0280 0.6513
C -0.221 -3.865 -4.809 0.2394 0.9914 2.1627
C -1.336 -3.727 -3.844 2.7492 0.9116 0.1976
C -1.033 -3.068 -2.567 1.1903 -0.4515 -1.1492
C 0.307 -2.598 -2.214 -0.1125 -0.7024 -1.4548
C 3.219 -2.400 -1.521 1.8812 -1.6586 3.1885
C 2.829 -1.470 -0.451 0.1391 0.0035 0.1870
C 3.241 -1.558 0.943 1.2634 -2.4186 -1.3973
C 4.113 -2.693 1.340 -1.2484 1.1110 -2.5776
C 4.531 -3.632 0.292 -0.9067 1.0226 -0.2644
C 4.111 -3.519 -1.123 -0.8396 1.6630 2.2246
C 0.804 1.797 1.160 -1.9394 0.6813 0.3782
C 0.465 2.121 2.559 -0.6637 0.5763 -0.7914
C 1.477 1.915 3.747 -1.2414 -1.2328 -0.1177
C 0.850 0.739 4.657 0.0551 -0.2414 0.0613
C 1.674 -0.602 4.563 -0.5217 -0.2932 0.4472
O 1.121 -1.553 5.512 0.0086 0.1935 -1.0003
C -0.882 2.643 2.931 1.0233 -0.6472 -3.1570
C -1.841 2.800 1.827 0.6235 -0.0397 0.2959
H -6.095 2.368 3.011 -1.1452 -0.3832 -2.3199
H -7.740 1.112 1.392 0.8757 0.2453 -0.6227
H -7.112 0.683 -1.084 0.7741 0.6027 0.7341
H -4.765 1.397 -2.066 -0.5293 0.1563 0.9731
H -0.662 1.758 -2.167 0.5523 -0.0125 0.9668
H 0.339 0.448 -1.447 -0.1442 1.1089 0.0373
H 1.386 3.331 -2.233 -0.2205 -1.0860 0.2221
H 2.325 2.133 -1.275 -0.8093 0.0778 -0.7181
H 1.969 2.224 -4.161 0.2856 -1.2979 0.5488
H 0.952 0.801 -3.627 1.0585 0.2545 0.0119
H 1.910 -3.551 -5.238 -0.6927 0.2183 1.1894
H -0.393 -4.355 -5.804 0.2580 0.5774 1.1898
H -2.347 -4.118 -4.108 1.0140 0.4680 0.4377
H -1.834 -2.944 -1.803 0.7509 -0.1144 -0.7853
H 0.454 -2.129 -1.217 -0.0790 -0.5250 -0.9144
H 2.148 -0.623 -0.738 0.7986 -0.9691 0.3081
H 2.924 -0.819 1.726 0.2487 -0.7588 -1.1168
H 4.404 -2.762 2.413 -0.0663 -0.2490 -1.1721
H 5.195 -4.486 0.594 -0.7628 0.9875 -0.4828
H 4.469 -4.303 -1.827 -0.4589 0.9122 0.4379
H 1.834 1.418 0.926 -1.0983 0.4036 0.3420
H 2.479 1.551 3.400 -0.8688 0.6947 0.1190
H 1.575 2.830 4.384 0.0003 -0.6906 -0.8861
H 0.746 1.074 5.729 0.4216 -0.4892 -1.0605
H -0.201 0.477 4.332 1.0862 0.3732 0.2334
H 2.755 -0.474 4.831 -0.9043 0.1449 -0.3685
H 1.578 -1.072 3.544 0.2894 0.8112 0.7113
H 0.751 -2.294 4.998 0.2591 0.4459 0.5198
H -1.102 2.858 4.003 0.0812 -0.0467 -1.1033
Hg -4.416 2.601 3.841 -0.9748 -2.5600 4.8869

=====

77
Properties=species:S:1:pos:R:3:forces:R:3 method="wB97M-V/def2-TZVPD" spin_multiplicity=2 largest_force_ev_per_a=1.14 homo_ev="-13.5 / -13.5" orbital_gap_ev="6.686 / 4.863" e_above_lowest_kcal_mol=18.7 charge=+2
Ir -1.319 -0.426 0.072 -1.0513 0.2804 -0.3443
N -0.327 1.954 -3.327 0.0015 0.0282 -0.0131
C -0.373 1.502 -2.094 -0.0341 -0.0568 0.0190
N -1.220 0.565 -1.719 0.2038 -0.0485 -0.0220
C -2.072 -0.043 -2.641 0.0360 0.0383 0.0115
N -2.856 -1.020 -2.283 -0.0780 -0.0511 -0.0854
N -2.655 -1.394 -0.989 -0.0761 -0.2308 0.1245
C -3.289 -2.353 -0.420 -0.0459 -0.0538 -0.0706
C -2.952 -2.612 0.972 0.0033 0.0005 0.0480
C -3.562 -3.605 1.708 0.0334 0.0087 0.0226
C -3.181 -3.785 3.036 0.0198 0.0138 0.0057
C -2.203 -2.970 3.567 -0.0187 -0.0215 -0.0321
C -1.621 -1.988 2.769 0.0103 -0.0435 -0.0259
N -1.992 -1.806 1.506 0.2554 0.1306 0.0824
C -2.055 0.438 -4.004 0.0120 0.0085 0.0321
C -2.878 -0.099 -5.000 -0.0163 -0.0084 0.0061
C -2.795 0.384 -6.286 0.0029 0.0066 -0.0021
C -1.889 1.402 -6.600 -0.0072 -0.0080 0.0057
C -1.064 1.938 -5.634 0.0097 0.0116 0.0043
C -1.153 1.450 -4.337 -0.0003 -0.0010 -0.0446
H 0.352 2.666 -3.559 0.0032 -0.0047 0.0102
H 0.308 1.903 -1.357 0.0077 -0.0030 -0.0115
H -4.028 -2.934 -0.959 -0.0021 0.0426 -0.0492
H -4.318 -4.228 1.251 -0.0012 0.0030 -0.0067
H -3.645 -4.556 3.636 0.0004 0.0008 0.0034
H -1.870 -3.075 4.589 -0.0099 -0.0090 0.0030
H -0.828 -1.355 3.139 -0.0384 -0.0327 0.0080
H -3.565 -0.891 -4.742 -0.0015 0.0015 -0.0065
H -3.429 -0.027 -7.059 0.0005 -0.0005 0.0001
H -1.829 1.772 -7.615 -0.0013 -0.0006 -0.0011
H -0.357 2.721 -5.879 -0.0018 -0.0006 -0.0013
C 4.318 5.388 1.711 -0.0096 0.0000 0.0059
C 3.299 4.309 1.931 0.0168 0.0120 -0.0021
C 3.426 3.063 1.316 -0.0074 -0.0162 0.0001
C 2.507 2.055 1.542 0.0090 -0.0126 -0.0032
C 1.440 2.307 2.397 0.0429 -0.0090 0.0305
C 1.285 3.539 3.027 -0.0020 0.0020 0.0108
C 2.217 4.530 2.786 -0.0194 -0.0019 0.0036
S 0.283 1.045 2.710 -0.1768 0.6625 0.1741
O -0.505 1.365 3.866 0.0580 -0.0312 -0.0345
O 0.912 -0.236 2.616 0.0100 -0.2606 -0.2522
N -0.748 1.167 1.367 0.0625 -0.8028 0.1522
C -2.053 1.618 1.521 0.2443 0.2876 0.1575
C -2.640 2.594 2.323 0.1220 -0.0453 -0.0259
C -3.994 2.794 2.161 -0.0905 -0.0094 -0.0280
C -4.734 2.041 1.240 0.0003 0.0626 0.0359
C -4.093 1.084 0.494 0.0843 -0.0069 -0.0862
N -2.774 0.904 0.654 0.0181 -0.0996 -0.0775
H 5.009 5.130 0.911 -0.0020 -0.0025 -0.0020
H 4.899 5.548 2.620 0.0023 -0.0019 -0.0011
H 3.837 6.335 1.464 0.0013 0.0003 0.0003
H 4.270 2.877 0.663 0.0006 -0.0016 0.0026
H 2.612 1.085 1.075 0.0089 0.0162 0.0018
H 0.469 3.699 3.718 0.0002 0.0093 0.0088
H 2.118 5.487 3.282 -0.0034 -0.0017 0.0010
H -2.056 3.143 3.044 0.0004 0.0069 0.0157
H -4.495 3.543 2.759 -0.0014 0.0011 -0.0009
H -5.794 2.206 1.109 -0.0011 0.0008 0.0042
H -4.599 0.472 -0.241 0.0132 -0.0102 0.0156
C 5.494 -5.075 0.702 0.0082 0.0005 -0.0097
C 4.405 -4.154 0.238 -0.0046 0.0001 0.0080
C 3.694 -3.368 1.146 0.0176 -0.0106 -0.0074
C 2.696 -2.512 0.721 -0.0098 0.0384 -0.0229
C 2.407 -2.448 -0.639 0.0141 -0.0721 0.0236
C 3.097 -3.219 -1.569 -0.0383 0.0152 -0.0062
C 4.093 -4.065 -1.120 0.0067 -0.0078 0.0185
S 1.164 -1.372 -1.182 0.2039 0.3429 0.1993
O 1.156 -1.295 -2.613 -0.1197 -0.0137 -0.0372
O -0.162 -1.957 -0.635 0.2354 0.1521 0.1516
O 1.268 -0.089 -0.466 0.0952 -0.1801 -0.0922
H 5.599 -5.058 1.785 0.0006 -0.0038 0.0010
H 6.450 -4.789 0.262 -0.0005 0.0019 0.0025
H 5.291 -6.101 0.391 -0.0044 0.0002 0.0028
H 3.936 -3.424 2.200 -0.0033 0.0010 0.0022
H 2.161 -1.887 1.426 0.0012 -0.0121 -0.0055
H 2.856 -3.143 -2.620 0.0025 -0.0007 -0.0023
H 4.642 -4.667 -1.833 -0.0018 0.0000 -0.0033

=====

77
Properties=species:S:1:pos:R:3:forces:R:3 method="wB97M-V/def2-TZVPD" spin_multiplicity=2 largest_force_ev_per_a=2.08 homo_ev="-5.1 / -4.9" orbital_gap_ev="7.544 / 7.398" e_above_lowest_kcal_mol=18.6 charge=-1
Ru 0.598 -1.946 0.357 -0.1591 2.0432 0.3762
S 0.480 -1.140 2.644 0.0085 -0.4071 0.4140
P -0.189 0.456 1.634 -0.5749 0.4976 -0.0677
C 0.310 0.226 0.031 0.2980 -0.9021 0.1026
P 1.955 0.380 -0.362 0.0579 0.4333 -0.6107
S 2.879 -1.297 0.237 0.4464 -0.3045 -0.0730
C 2.088 0.620 -2.167 0.1033 -0.0149 0.0230
C 3.344 0.756 -2.753 0.0375 -0.0215 0.0203
C 3.465 0.940 -4.121 -0.0486 0.0043 -0.0027
C 2.324 0.989 -4.914 0.0261 0.0003 0.0109
C 1.072 0.855 -4.334 -0.0207 -0.0059 -0.0018
C 0.953 0.670 -2.963 -0.0426 0.0335 0.0237
C 2.848 1.862 0.220 -0.0254 0.0006 0.1275
C 2.474 3.121 -0.246 -0.0226 -0.0163 -0.0056
C 3.112 4.257 0.222 0.0200 0.0108 0.0149
C 4.140 4.144 1.152 -0.0153 0.0119 -0.0037
C 4.521 2.894 1.614 -0.0163 -0.0071 -0.0084
C 3.869 1.756 1.156 0.0476 -0.0255 0.0106
C 0.298 2.016 2.449 0.1025 0.0136 -0.0311
C 1.251 2.041 3.458 0.0515 -0.0243 0.0215
C 1.608 3.245 4.054 0.0033 -0.0265 -0.0190
C 1.021 4.428 3.636 -0.0124 0.0126 -0.0215
C 0.072 4.410 2.620 0.0286 0.0203 0.0236
C -0.290 3.211 2.032 -0.0229 -0.0328 -0.0023
C -1.996 0.659 1.690 0.0246 -0.1037 0.0821
C -2.650 0.671 2.918 0.0210 -0.0228 0.0301
C -4.017 0.885 2.978 -0.0187 0.0163 -0.0563
C -4.737 1.094 1.806 0.0191 -0.0048 0.0212
C -4.087 1.078 0.583 0.0144 0.0190 -0.0128
C -2.718 0.856 0.523 0.0263 0.0538 -0.0479
H 4.234 0.710 -2.136 -0.0111 -0.0099 0.0107
H 4.446 1.040 -4.569 -0.0007 -0.0044 -0.0025
H 2.415 1.127 -5.985 -0.0020 -0.0005 0.0010
H 0.181 0.884 -4.949 0.0055 0.0016 -0.0008
H -0.016 0.549 -2.494 0.0005 -0.0320 0.0088
H 1.680 3.208 -0.980 -0.0048 -0.0085 0.0037
H 2.810 5.233 -0.137 -0.0006 0.0004 0.0023
H 4.640 5.033 1.517 -0.0003 0.0002 -0.0038
H 5.318 2.802 2.341 0.0023 -0.0011 -0.0027
H 4.146 0.775 1.524 -0.0186 0.0003 0.0004
H 1.715 1.113 3.770 -0.0051 -0.0018 -0.0071
H 2.353 3.255 4.840 -0.0017 0.0024 -0.0002
H 1.304 5.366 4.098 -0.0060 0.0024 -0.0019
H -0.389 5.333 2.290 0.0006 0.0001 -0.0010
H -1.042 3.195 1.252 -0.0006 -0.0026 0.0037
H -2.089 0.499 3.831 0.0114 -0.0020 -0.0133
H -4.523 0.884 3.935 -0.0018 -0.0100 -0.0009
H -5.808 1.249 1.849 0.0017 0.0020 0.0052
H -4.648 1.212 -0.333 -0.0021 -0.0011 0.0044
H -2.196 0.810 -0.426 -0.0046 -0.0134 0.0019
O -0.206 -3.951 -0.828 -0.1171 -0.4229 -0.3670
S -0.090 -3.261 -2.111 -0.0322 -0.3201 0.5788
O 0.271 -4.084 -3.229 0.1503 0.1998 -0.2094
O 0.773 -2.078 -1.862 -0.0556 -0.2186 -0.0796
C -1.674 -2.545 -2.525 -0.1181 -0.0159 0.0203
C -1.765 -2.112 -3.845 0.0041 -0.0150 -0.0251
C -2.910 -1.491 -4.311 -0.0218 0.0099 0.0015
C -3.983 -1.306 -3.453 -0.0064 0.0016 -0.0122
C -3.897 -1.731 -2.138 -0.0149 -0.0110 0.0344
C -2.747 -2.349 -1.652 0.0430 0.0018 -0.0705
S -2.771 -2.746 0.109 0.1271 0.2873 -0.0783
O -2.763 -4.182 0.261 0.0833 -0.0665 0.0087
O -3.958 -2.100 0.615 -0.0795 0.0233 0.0273
O -1.559 -2.046 0.618 -0.2340 -0.4700 0.0332
H -0.922 -2.277 -4.504 -0.0039 -0.0140 0.0195
H -2.964 -1.158 -5.340 0.0082 -0.0026 -0.0010
H -4.888 -0.826 -3.803 0.0002 0.0014 -0.0003
H -4.716 -1.579 -1.449 0.0058 0.0003 0.0027
C 0.757 -6.080 1.172 -0.0129 -0.0538 0.0053
C 0.541 -4.673 1.645 0.0791 0.0428 0.0192
N -0.620 -4.417 2.271 -0.0556 0.0325 -0.0836
O 1.410 -3.803 1.481 -0.0538 -0.1745 -0.1877
H 0.579 -6.795 1.976 0.0056 -0.0007 0.0004
H 1.768 -6.176 0.790 0.0002 -0.0100 0.0045
H 0.051 -6.275 0.363 0.0082 0.0275 -0.0083
H -1.426 -4.943 1.962 0.0041 -0.0056 0.0325
H -0.816 -3.430 2.404 -0.0325 -0.0004 -0.0107